DFT (ωB97M-V with the def2-TZVPD basis set) results for a 10-piece molecular cluster, C71H87N12O4P overall in a non-equilibrium geometry.

As for the gap between HOMO and LUMO: 8.38 eV. The electronic energy is -110392.764 eV. The calculation puts the LUMO energy at -0.61 eV.

The geometry in XYZ format:
```
175
C71H87N12O4P (ωB97M-V with the def2-TZVPD basis set)
H 2.09 -1.46 -1.43
N 2.18 -1.63 -0.43
C 1.40 -0.88 0.21
C 0.43 0.10 -0.41
C -0.47 0.72 0.62
C -1.47 -0.10 1.24
C -1.61 -1.53 0.77
C -2.82 -1.77 -0.20
C -3.34 -0.50 -0.88
C -4.53 0.13 -0.15
C -5.63 0.74 -1.05
C -5.16 1.32 -2.38
C -4.19 2.52 -2.27
C -4.29 3.34 -1.00
C -5.48 4.31 -0.97
C -5.10 5.76 -1.27
C -5.74 6.80 -0.33
C -7.21 6.54 0.02
C -2.27 0.43 2.23
C -3.32 -0.39 2.94
O -2.87 -0.64 4.28
O -2.93 -2.03 4.57
C -2.15 1.80 2.62
N -3.00 2.28 3.58
C -2.85 3.55 3.85
P -3.94 4.28 5.10
O -3.27 4.67 6.35
C -1.88 4.37 3.23
N -1.05 3.92 2.34
C -1.18 2.60 2.00
C -0.33 2.05 1.00
C 0.71 2.95 0.39
O 2.02 2.67 0.88
C 2.47 3.47 1.95
C 2.03 2.97 3.34
H 1.41 -0.98 1.30
H 1.06 0.85 -0.86
H -0.13 -0.36 -1.21
H -1.75 -2.15 1.65
H -0.71 -1.90 0.30
H -3.59 -2.33 0.32
H -2.45 -2.44 -0.98
H -2.53 0.22 -1.00
H -3.63 -0.78 -1.89
H -4.99 -0.65 0.45
H -4.22 0.90 0.55
H -6.18 1.51 -0.53
H -6.35 -0.05 -1.27
H -4.72 0.58 -3.04
H -6.05 1.67 -2.90
H -4.43 3.19 -3.09
H -3.17 2.18 -2.48
H -3.38 3.94 -0.92
H -4.30 2.73 -0.09
H -5.91 4.27 0.03
H -6.27 4.01 -1.65
H -5.38 6.03 -2.29
H -4.02 5.91 -1.23
H -5.69 7.76 -0.86
H -5.15 6.96 0.57
H -7.26 6.06 0.99
H -7.73 7.49 0.14
H -7.71 5.91 -0.71
H -4.24 0.17 2.99
H -3.52 -1.32 2.43
H -2.19 -2.42 4.09
H -4.97 3.34 5.25
H -4.53 5.37 4.41
H -1.81 5.41 3.51
H 0.46 4.00 0.55
H 0.76 2.81 -0.68
H 2.21 4.52 1.81
H 3.55 3.43 1.91
H 1.44 3.74 3.84
H 1.42 2.08 3.21
H 2.88 2.77 3.97
C 3.78 -4.58 -0.63
C 4.82 -5.49 -0.76
C 4.56 -6.71 -1.38
N 3.36 -7.05 -1.85
C 2.38 -6.17 -1.72
C 2.53 -4.93 -1.12
H 3.93 -3.63 -0.15
H 5.81 -5.27 -0.38
H 5.35 -7.45 -1.50
H 1.41 -6.47 -2.11
H 1.69 -4.25 -1.03
C 8.86 -11.22 -2.85
C 7.50 -11.25 -3.11
C 6.72 -10.21 -2.62
N 7.20 -9.18 -1.93
C 8.51 -9.17 -1.69
C 9.38 -10.16 -2.12
H 9.50 -12.02 -3.21
H 7.05 -12.06 -3.67
H 5.65 -10.19 -2.80
H 8.88 -8.33 -1.12
H 10.44 -10.10 -1.90
C 9.77 -12.26 -8.26
C 9.73 -11.14 -7.45
C 8.86 -11.14 -6.37
N 8.05 -12.15 -6.07
C 8.10 -13.22 -6.86
C 8.93 -13.32 -7.96
H 10.43 -12.30 -9.11
H 10.37 -10.29 -7.64
H 8.81 -10.28 -5.70
H 7.42 -14.03 -6.60
H 8.93 -14.22 -8.57
C -6.39 2.63 -7.79
C -7.11 1.75 -7.00
C -7.24 2.03 -5.65
N -6.70 3.09 -5.07
C -6.01 3.93 -5.84
C -5.82 3.74 -7.20
H -6.27 2.45 -8.85
H -7.57 0.86 -7.43
H -7.79 1.36 -5.00
H -5.58 4.79 -5.33
H -5.25 4.46 -7.78
C -6.27 -6.65 -0.13
C -6.57 -5.99 -1.31
C -5.82 -4.88 -1.66
N -4.81 -4.41 -0.92
C -4.54 -5.06 0.21
C -5.23 -6.18 0.65
H -6.84 -7.52 0.17
H -7.38 -6.32 -1.95
H -6.02 -4.33 -2.57
H -3.71 -4.66 0.80
H -4.96 -6.66 1.58
C 6.72 -0.06 4.72
C 5.63 -0.12 3.88
C 5.29 1.01 3.15
N 5.95 2.16 3.22
C 7.00 2.20 4.03
C 7.43 1.13 4.80
H 7.02 -0.92 5.31
H 5.05 -1.03 3.79
H 4.43 1.00 2.48
H 7.53 3.15 4.07
H 8.30 1.23 5.44
C -1.81 10.54 2.90
C -1.69 9.81 1.73
C -2.72 8.95 1.39
N -3.82 8.78 2.12
C -3.92 9.49 3.24
C -2.95 10.38 3.67
H -1.03 11.22 3.20
H -0.82 9.90 1.09
H -2.67 8.36 0.48
H -4.82 9.33 3.82
H -3.08 10.93 4.60
C 2.34 7.64 -1.88
C 1.06 7.83 -2.36
C 0.30 8.86 -1.83
N 0.73 9.68 -0.88
C 1.97 9.49 -0.43
C 2.81 8.49 -0.89
H 2.97 6.85 -2.27
H 0.65 7.18 -3.13
H -0.71 9.04 -2.18
H 2.30 10.18 0.34
H 3.81 8.38 -0.49
C 3.56 -3.49 8.02
C 3.01 -2.81 6.94
C 3.65 -1.68 6.47
N 4.78 -1.20 6.99
C 5.30 -1.86 8.02
C 4.73 -3.00 8.57
H 3.09 -4.37 8.42
H 2.09 -3.16 6.48
H 3.25 -1.13 5.63
H 6.21 -1.44 8.43
H 5.20 -3.49 9.41
```